# 1
The following is a quantum chemistry calculation of a 2-piece molecular cluster, C5H14O overall at a distorted geometry, from the Open Molecules 2025 dataset.

CARTESIAN COORDINATES (ANGSTROEM)
C (2.01420, -0.41744, 0.14073)
C (-1.97097, -0.75529, 0.83186)
C (-0.73409, -1.20776, -1.29758)
C (0.55765, -0.07484, 0.58616)
C (-0.57251, -1.10535, 0.25613)
H (2.70838, 0.42951, 0.27269)
H (2.08709, -0.77307, -0.90082)
H (2.32399, -1.23441, 0.81392)
H (-2.81210, -1.30031, 0.37136)
H (-2.15337, 0.32739, 0.72630)
H (-1.93708, -1.00325, 1.90609)
H (-1.64560, -1.80524, -1.46713)
H (0.12978, -1.76127, -1.70250)
H (-0.83038, -0.25569, -1.84614)
H (0.60411, 0.05050, 1.68506)
H (0.37525, 0.92221, 0.14111)
H (-0.43948, -2.12992, 0.65919)
O (0.64782, 3.76898, -0.67200)
H (0.56513, 3.68407, 0.30483)
H (1.08220, 4.64119, -0.80926)

Atomic forces in eV per Å
-0.59 -0.87 0.47
0.73 0.78 0.71
0.24 -0.92 0.52
0.37 0.05 0.38
-0.79 0.47 -1.49
-0.44 -0.29 -0.01
-0.10 0.21 0.40
0.35 0.17 -0.46
0.56 0.09 0.07
-0.14 -0.33 0.07
-0.34 0.28 -0.25
0.41 0.17 -0.30
-0.38 0.24 -0.13
0.06 -0.19 0.54
-0.13 0.15 -0.38
-0.67 -0.50 0.20
0.86 0.50 -0.34
0.36 0.78 0.86
0.10 0.13 -1.04
-0.47 -0.94 0.18

Summary:
2S+1 = 1
E = -7459.2730 eV
Strongest force on any atom = 1.8 eV/Å
LUMO = 0.78 eV
ΔE to the lowest compared entry with this formula, charge and spin = 49.4 kJ/mol
Molar mass = 90.17 g mol⁻¹
Kohn-Sham gap = 11.45 eV
HOMO level = -10.67 eV

---

# 2
The following is a quantum chemistry calculation of a 3-piece molecular cluster, C5H14O2 overall at a distorted geometry, from the Open Molecules 2025 dataset.

CARTESIAN COORDINATES (ANGSTROEM)
C (-2.27567, -0.20619, -0.49665)
C (-1.62017, -1.46449, 0.03543)
C (-0.17892, -1.65298, -0.49598)
C (0.13873, -3.04752, -0.92442)
C (1.30265, -3.67116, -1.01018)
H (-2.22532, -0.11089, -1.58172)
H (-3.35212, -0.14723, -0.30030)
H (-1.84848, 0.67578, -0.02017)
H (-1.55453, -1.41234, 1.13113)
H (-2.17810, -2.39853, -0.03926)
H (0.52033, -1.27316, 0.25271)
H (0.00840, -0.99804, -1.35828)
H (-0.78468, -3.57314, -1.15372)
H (2.30217, -3.27643, -0.88706)
H (1.30029, -4.72913, -1.25069)
H (1.27939, 3.78924, 0.04985)
H (1.79624, 3.21488, -1.25734)
O (0.99986, 3.61818, -0.86328)
H (1.43637, 5.94086, 3.51547)
H (2.69656, 5.04111, 3.59869)
O (2.23701, 5.68117, 3.05575)

Atomic forces in eV per Å
-0.95 0.07 -0.02
0.72 -0.28 0.82
0.32 0.75 -0.18
-0.31 0.09 0.45
-0.03 -0.74 -0.25
0.41 -0.03 -0.02
0.10 -0.22 0.30
0.20 0.05 -0.24
0.04 0.35 -0.09
-0.32 0.13 -0.83
0.15 -0.24 0.01
-0.34 0.02 0.00
0.24 -0.48 -0.07
-0.18 0.48 0.34
-0.04 0.05 -0.23
-0.21 0.06 -0.28
-0.59 0.26 0.13
0.81 -0.30 0.17
0.00 -0.11 0.20
-0.07 -0.08 0.27
0.07 0.16 -0.49

Summary:
2S+1 = 1
E = -9505.9133 eV
Strongest force on any atom = 1.1 eV/Å
LUMO = 0.69 eV
ΔE to the lowest compared entry with this formula, charge and spin = 104.8 kJ/mol
Molar mass = 106.16 g mol⁻¹
Kohn-Sham gap = 10.16 eV
HOMO level = -9.47 eV

---

# 3
The following is a quantum chemistry calculation of a 3-piece molecular cluster, C5H14O2 overall at a distorted geometry, from the Open Molecules 2025 dataset.

CARTESIAN COORDINATES (ANGSTROEM)
C (-2.05239, 0.51985, 0.17568)
C (-0.93249, 1.45860, -0.19069)
C (-0.04258, 1.80992, 0.73062)
C (1.06508, 2.82393, 0.58312)
C (-1.07515, 2.16053, -1.52473)
H (-2.22731, -0.25366, -0.57199)
H (-3.02264, 0.97631, 0.37932)
H (-1.72560, 0.00583, 1.08207)
H (-0.08448, 1.29124, 1.68402)
H (1.74861, 2.61849, -0.23619)
H (0.62985, 3.82534, 0.50989)
H (1.60208, 2.88546, 1.53295)
H (-1.93286, 2.83053, -1.50163)
H (-1.30654, 1.36784, -2.24285)
H (-0.14618, 2.62386, -1.84128)
H (1.26268, -2.95769, -1.63376)
H (0.16335, -3.65170, -0.91586)
O (0.30811, -2.94907, -1.51207)
H (2.06410, -5.24890, 2.12455)
H (3.22841, -6.03573, 1.39008)
O (2.47597, -6.10099, 1.97877)

Atomic forces in eV per Å
0.54 -0.69 0.34
-0.97 1.07 0.07
0.49 -0.38 -0.14
-0.61 0.27 0.85
0.23 -1.34 0.23
0.09 0.02 -0.20
0.13 0.37 -0.10
-0.32 -0.11 0.06
-0.01 0.01 0.02
0.03 0.11 -0.04
0.11 0.01 -0.51
0.32 -0.25 -0.24
0.14 0.28 -0.07
-0.04 0.22 -0.25
-0.12 0.40 -0.01
-0.01 0.16 -0.13
-0.47 -1.27 1.08
0.47 1.12 -0.96
0.32 0.25 -0.25
-0.02 0.47 -0.05
-0.30 -0.71 0.30

Summary:
2S+1 = 1
E = -9506.2465 eV
Strongest force on any atom = 1.7 eV/Å
LUMO = 0.38 eV
ΔE to the lowest compared entry with this formula, charge and spin = 72.7 kJ/mol
Molar mass = 106.16 g mol⁻¹
Kohn-Sham gap = 9.18 eV
HOMO level = -8.80 eV

---

# 4
The following is a quantum chemistry calculation of a 3-piece molecular cluster, C5H14O2 overall, from the Open Molecules 2025 dataset.

CARTESIAN COORDINATES (ANGSTROEM)
C (0.00162, 2.77015, -0.08544)
C (0.77133, 1.48166, 0.04348)
C (0.16106, 0.57108, 1.11886)
C (0.72888, -0.81923, 1.07948)
C (0.05222, -1.88220, 1.49194)
H (0.52058, 3.54651, -0.64428)
H (-0.16026, 3.20009, 0.90738)
H (-1.00507, 2.62477, -0.46927)
H (1.80718, 1.65865, 0.34770)
H (0.85435, 0.90056, -0.87800)
H (0.35366, 0.98570, 2.10540)
H (-0.91792, 0.51043, 1.00649)
H (1.77287, -0.87555, 0.78486)
H (-0.98516, -1.79147, 1.77479)
H (0.49975, -2.86770, 1.53879)
H (0.43657, -2.20031, -2.42948)
H (0.64190, -1.75544, -1.00156)
O (0.90645, -1.52833, -1.90764)
H (-1.44100, -1.69713, -1.87870)
H (-2.60381, -1.04882, -1.15853)
O (-2.39522, -1.78343, -1.74628)

Atomic forces in eV per Å
-0.10 0.53 0.50
0.26 -0.69 0.42
0.21 -0.17 -0.53
-0.07 0.36 0.57
0.29 -0.25 -0.36
-0.05 -0.13 -0.31
0.12 -0.02 0.11
-0.01 -0.09 -0.37
0.01 0.23 -0.06
-0.24 0.26 -0.20
0.01 0.19 0.18
-0.28 0.06 -0.01
0.05 -0.23 0.03
-0.15 -0.04 0.12
-0.03 0.01 -0.02
0.51 0.23 -0.08
0.23 0.17 0.04
-0.72 -0.56 -0.06
-0.23 0.13 0.00
-0.06 -0.06 -0.05
0.24 0.07 0.08

Summary:
2S+1 = 1
E = -9506.3690 eV
Strongest force on any atom = 0.9 eV/Å
LUMO = 0.72 eV
ΔE to the lowest compared entry with this formula, charge and spin = 60.9 kJ/mol
Molar mass = 106.16 g mol⁻¹
Kohn-Sham gap = 10.80 eV
HOMO level = -10.08 eV

---

# 5
The following is a quantum chemistry calculation of a 2-piece molecular cluster, C5H14O3 overall at a distorted geometry, from the Open Molecules 2025 dataset.

CARTESIAN COORDINATES (ANGSTROEM)
C (-0.76047, 2.26166, -0.58471)
O (0.37420, 2.91222, -1.27836)
C (-0.44511, 0.82106, -0.45028)
C (-1.26042, 0.11058, 0.60270)
C (-1.13015, -1.39086, 0.29609)
C (0.12764, -2.21384, 0.57106)
O (0.45252, -2.18654, 1.96395)
H (-0.85495, 2.87984, 0.29406)
H (-1.54798, 2.44373, -1.28839)
H (0.50084, 2.49025, -2.13059)
H (0.65420, 0.66403, -0.41144)
H (-0.67236, 0.36599, -1.42809)
H (-2.33272, 0.25062, 0.52252)
H (-0.99824, 0.49978, 1.58225)
H (-1.91725, -1.82812, 0.95138)
H (-1.29075, -1.47591, -0.76717)
H (0.99624, -1.75232, 0.05020)
H (-0.11248, -3.24994, 0.34263)
H (0.65752, -1.25252, 2.17349)
H (3.29763, -0.61002, -0.95566)
H (3.38963, 0.16478, 0.37316)
O (2.87248, 0.09553, -0.42877)

Atomic forces in eV per Å
2.24 1.61 -1.98
-0.22 0.21 0.64
0.02 -0.29 -0.62
1.01 -0.77 -0.78
-0.53 -0.59 1.94
0.24 1.73 0.74
0.18 0.62 0.28
-0.26 -0.27 0.53
-1.24 -0.08 0.26
-0.07 -0.15 -0.05
-0.66 0.21 0.76
-0.17 0.04 0.11
-0.18 0.63 -0.31
0.24 -0.48 0.42
0.21 -0.40 -0.98
-0.76 -0.34 -0.31
-0.46 -0.84 -0.28
0.48 0.02 -0.32
-0.17 -0.81 -0.05
-0.27 0.56 0.48
0.22 0.00 0.21
0.15 -0.62 -0.68

Summary:
2S+1 = 1
E = -11553.2812 eV
Strongest force on any atom = 3.4 eV/Å
LUMO = 0.55 eV
ΔE to the lowest compared entry with this formula, charge and spin = 81.3 kJ/mol
Molar mass = 122.16 g mol⁻¹
Kohn-Sham gap = 10.42 eV
HOMO level = -9.87 eV

---

# 6
The following is a quantum chemistry calculation of a 3-piece molecular cluster, C5H14O4 overall, from the Open Molecules 2025 dataset.

CARTESIAN COORDINATES (ANGSTROEM)
C (0.22835, 2.18856, -1.17132)
C (0.98548, 3.02971, -0.18948)
O (-0.77568, 2.85628, -1.74084)
O (-1.44040, 1.53092, 0.78013)
O (0.49742, 1.05408, -1.47859)
H (-1.23819, -1.52228, 0.22858)
H (-1.23977, 2.29117, -2.37753)
H (-2.39296, 1.59591, 0.67785)
H (0.28935, 3.62830, 0.38281)
H (1.64429, 3.68972, -0.74540)
H (1.57985, 2.40012, 0.46416)
C (-0.21808, -1.93621, 0.09779)
C (-0.23006, -3.39561, 0.54489)
C (0.76334, -1.11750, 0.93710)
O (0.11688, -1.90246, -1.26963)
H (0.32783, -0.98775, -1.50789)
H (0.82718, -0.10104, 0.56037)
H (0.45698, -1.10200, 1.98118)
H (-0.91695, -3.96321, -0.08221)
H (-0.54420, -3.47300, 1.58240)
H (0.76599, -3.82108, 0.43657)
H (-1.24019, 0.62153, 1.01535)
H (1.75352, -1.56415, 0.87369)

Atomic forces in eV per Å
0.17 -0.21 -0.04
-0.12 -0.13 -0.10
-0.38 0.55 -0.20
0.04 0.20 0.15
0.12 -0.15 -0.11
0.13 -0.08 0.02
0.27 -0.14 0.13
-0.05 -0.13 0.04
-0.05 0.11 0.11
0.12 0.13 -0.07
-0.01 -0.05 -0.02
-0.04 -0.06 0.51
-0.15 0.34 -0.37
-0.19 -0.20 -0.18
0.17 0.05 -0.23
-0.08 -0.06 0.00
0.05 0.13 0.02
-0.02 0.01 0.15
-0.01 -0.06 0.04
-0.03 -0.04 0.11
0.07 -0.02 0.01
-0.12 -0.15 0.01
0.11 -0.03 0.01

Summary:
2S+1 = 1
E = -13602.6387 eV
Strongest force on any atom = 0.7 eV/Å
LUMO = 0.50 eV
ΔE to the lowest compared entry with this formula, charge and spin = 20.5 kJ/mol
Molar mass = 138.16 g mol⁻¹
Kohn-Sham gap = 10.34 eV
HOMO level = -9.84 eV